(1)
The following is a quantum chemistry calculation of a 9-piece molecular cluster, C30H60Cl4O17 overall, from OMol25.

Last column: Löwdin charge in e.
Positions of all 111 atoms, in Å:
H (-0.68, 5.08, -6.55)  0.086
H (9.85, 4.41, -10.11)  0.077
H (12.25, 9.61, 1.33)  0.077
C (5.95, 3.48, -6.61)  -0.053
H (-14.31, -4.10, -2.17)  0.098
Cl (-5.91, 1.40, 1.96)  0.456
H (-13.34, -3.65, -3.59)  0.094
H (-10.72, -7.72, -0.46)  0.132
O (-4.99, -12.85, 0.25)  0.014
O (1.53, 0.88, 8.57)  0.019
C (-12.25, -5.64, -1.15)  -0.653
C (-1.40, -7.87, 6.57)  -1.053
H (-4.01, -13.93, 1.85)  0.118
H (11.07, 11.20, 3.70)  0.120
H (0.17, 9.77, -5.74)  0.126
O (0.72, 2.65, 7.39)  0.083
C (3.05, -0.27, 6.99)  -0.053
C (-6.10, -14.26, 2.06)  -0.056
H (-4.66, 3.29, 2.91)  0.032
O (9.78, 10.32, 2.22)  0.034
O (-0.63, -2.45, -1.19)  0.090
C (6.25, 2.95, -8.09)  -0.183
O (9.29, 9.32, 4.20)  0.103
H (12.37, 9.19, 2.97)  0.072
C (-1.30, -2.91, 1.07)  0.012
H (0.88, 0.01, 6.77)  0.125
O (0.29, 7.65, -5.83)  -0.032
O (-1.95, 7.79, -6.29)  0.080
C (12.35, 10.06, 2.32)  -0.067
H (-0.01, 6.05, -7.98)  0.084
H (0.69, 3.88, 9.53)  0.085
O (8.02, 9.07, 2.23)  -0.043
H (6.63, 8.65, 3.62)  0.093
C (-0.88, 7.20, -6.38)  -0.484
H (6.56, 2.94, -5.89)  0.067
H (-1.68, -3.86, 0.72)  0.082
H (2.57, 8.97, -4.80)  0.076
O (-13.17, -6.48, -0.99)  0.081
C (-10.70, -6.74, 0.02)  -0.245
H (-4.56, -10.09, -3.05)  0.087
C (-0.78, 5.93, -7.22)  0.011
H (-1.12, -7.98, 5.53)  0.039
C (9.07, 9.53, 3.01)  -0.541
C (-4.04, -10.47, -2.17)  -0.026
H (-9.17, -5.53, 0.89)  0.082
O (-4.73, -11.57, -1.47)  -0.019
H (-0.59, -3.11, 1.87)  0.083
H (0.89, -0.33, -1.28)  0.120
H (1.40, -0.97, 8.11)  0.123
C (1.61, 8.90, -4.29)  -0.061
H (-3.06, -10.78, -2.53)  0.089
C (6.98, 8.20, 2.69)  -0.040
H (-6.12, -15.12, 1.39)  0.072
H (0.39, 1.48, 1.26)  0.074
H (-2.15, -2.28, 1.34)  0.084
H (2.19, 3.07, 9.91)  0.084
H (10.02, 3.68, -8.67)  0.077
H (-8.75, -7.31, 0.76)  0.079
H (5.58, 3.38, -8.84)  0.122
H (7.55, 7.32, 2.99)  0.091
C (0.59, 1.37, 0.19)  -0.057
H (3.09, -1.17, 6.37)  0.072
Cl (-6.57, 2.97, 4.19)  0.479
O (-12.36, -4.60, -1.96)  0.005
C (-5.19, 2.41, 3.26)  -0.991
H (1.43, 8.04, -3.64)  0.075
H (1.48, 9.73, -3.60)  0.071
C (1.62, -0.05, 7.56)  -0.229
Cl (-2.64, -6.70, 6.85)  0.529
H (-1.64, 5.70, -7.84)  0.083
H (-8.60, -6.30, -0.56)  0.081
C (-13.47, -4.40, -2.81)  -0.034
C (9.65, 3.44, -9.66)  0.019
H (-11.32, -7.04, 0.87)  0.136
C (11.08, 10.86, 2.67)  -0.185
Cl (-0.01, -7.63, 7.67)  0.475
H (3.54, 0.50, 6.40)  0.072
C (1.18, 2.11, 8.39)  -0.558
C (-4.08, -12.08, -0.37)  -0.518
H (-7.10, -13.84, 2.13)  0.072
H (-4.63, 1.75, 3.93)  0.024
H (-13.65, -5.38, -3.25)  0.097
H (3.69, -0.48, 7.85)  0.072
O (-2.94, -11.76, 0.07)  0.073
H (1.48, 1.92, -0.13)  0.071
C (-0.64, -2.07, -0.04)  -0.475
H (10.11, 2.73, -10.34)  0.087
O (7.56, 2.49, -10.52)  0.023
C (0.30, 8.87, -5.13)  -0.233
H (13.24, 10.69, 2.38)  0.081
C (-9.24, -6.45, 0.30)  -0.059
H (4.92, 3.33, -6.29)  0.066
C (1.14, 2.90, 9.69)  0.019
H (-3.90, -9.60, -1.53)  0.091
C (-4.90, -13.35, 1.60)  -0.189
H (-4.83, -12.46, 2.21)  0.120
O (-11.12, -5.66, -0.69)  0.108
O (0.05, -1.02, 0.54)  -0.049
H (-1.78, -8.81, 6.98)  0.010
H (1.84, -0.36, 0.20)  0.114
H (-5.76, -14.64, 3.02)  0.072
C (0.86, -0.11, -0.21)  -0.216
H (-0.29, 1.76, -0.32)  0.068
H (-0.46, 8.77, -4.35)  0.118
H (6.03, 1.88, -8.06)  0.119
C (8.15, 3.04, -9.53)  -0.483
O (7.63, 3.15, -8.35)  -0.004
H (11.28, 11.79, 2.13)  0.110
H (0.66, 2.35, 10.49)  0.086
H (6.13, 4.55, -6.47)  0.066
H (6.17, 7.87, 2.04)  0.094

Properties
LUMO, Eh: 0.0083
Net charge: 0

(2)
The following is a quantum chemistry calculation of a 12-piece molecular cluster, C30H60N9O3 overall, from OMol25.

Last column: Löwdin charge in e.
Positions of all 102 atoms, in Å:
C (1.82, -5.15, 0.68)  -0.024
N (3.13, -1.36, 2.75)  0.148
H (1.27, -4.78, 1.41)  -0.021
H (2.45, -5.85, 1.12)  0.066
O (3.99, 1.00, -0.45)  -0.037
C (0.63, 4.67, -4.85)  -0.403
H (-0.84, 4.26, 6.04)  0.091
C (-1.35, -1.07, -0.37)  0.022
C (1.44, -0.64, -1.50)  -0.196
C (3.45, -0.56, 3.43)  -0.266
C (-4.86, -3.56, 7.29)  -0.074
N (-0.26, -0.16, 0.05)  -0.183
C (-0.57, 3.11, 4.38)  -0.179
H (0.78, -2.17, -4.35)  0.065
H (2.00, -0.63, 0.53)  0.105
H (3.33, 1.55, 4.11)  0.062
H (2.52, 3.52, -4.62)  0.080
H (1.51, 1.25, -2.32)  0.091
H (-4.36, 4.50, -3.71)  0.086
N (-3.13, -2.08, 5.84)  0.121
C (0.70, -4.40, -2.62)  -0.271
C (-3.79, -2.79, 6.54)  -0.253
H (1.80, 3.35, -6.18)  0.085
H (-4.30, -4.42, 7.57)  0.041
H (0.63, -2.70, -6.14)  0.064
C (3.89, 3.05, 0.88)  -0.077
H (-1.46, -1.14, -5.70)  0.139
H (-5.14, -3.03, 8.29)  0.112
H (-4.58, 3.40, -2.35)  0.072
C (-2.80, 3.87, 0.91)  -0.027
C (2.76, -4.17, -0.05)  -0.210
C (3.86, 0.61, 4.38)  -0.049
C (1.82, -5.13, -3.35)  -0.046
H (-1.57, 2.53, 6.14)  0.084
H (-4.10, -4.54, 2.43)  0.120
O (-0.25, -0.67, -7.23)  -0.023
H (-2.21, 3.68, 5.21)  0.004
C (-2.87, 2.76, -3.33)  -0.175
H (-3.26, 4.68, 0.42)  0.105
H (5.28, 1.28, 1.03)  0.131
N (-1.89, 2.19, -3.41)  0.154
H (1.39, -5.77, -4.03)  0.036
C (1.52, 3.46, -5.11)  -0.079
H (1.11, 2.52, -4.67)  0.051
N (-3.78, 1.71, -0.03)  0.171
H (1.63, -1.53, -5.62)  0.055
H (0.61, 6.54, -4.96)  0.118
H (0.53, -0.10, 4.26)  0.110
C (-3.39, -3.98, 3.24)  -0.070
N (-1.06, -4.26, 1.92)  0.147
H (2.47, -4.66, -4.12)  0.094
N (-0.14, -3.84, -2.18)  0.167
N (3.43, -3.36, -0.56)  0.147
H (-0.16, 0.23, -5.34)  0.132
C (-0.03, 1.11, -0.83)  -0.049
H (1.08, -1.52, -2.18)  0.096
H (-1.11, 0.95, 1.49)  0.103
H (3.75, 1.38, -1.20)  -0.014
H (-3.72, -2.94, 3.09)  0.052
H (4.30, 4.09, 0.94)  0.097
C (-3.28, 2.64, 0.40)  -0.270
H (5.44, 2.46, -0.36)  0.119
C (-2.05, -4.24, 2.45)  -0.248
H (0.06, 0.58, -2.89)  0.085
C (0.66, -1.90, -5.44)  -0.078
C (-0.41, 0.14, 1.48)  -0.239
H (-2.20, -0.49, -0.36)  0.072
H (-5.82, -3.73, 6.61)  0.132
C (-0.33, -0.85, -5.93)  -0.415
H (2.91, 3.06, 0.35)  0.085
H (-1.40, -1.97, 0.08)  0.060
C (1.10, -0.95, -0.05)  -0.112
H (4.93, 0.77, 4.36)  0.061
C (0.74, 0.59, -2.01)  -0.171
H (0.68, 0.68, 1.68)  0.171
H (-2.68, 3.84, 1.95)  0.081
H (-1.34, 0.31, 4.03)  0.064
H (1.32, -1.99, -0.02)  0.082
H (-0.74, 0.09, -7.37)  0.062
H (-0.75, -1.32, 4.44)  0.030
N (0.01, 2.87, 3.30)  0.116
C (-0.64, -0.94, 2.41)  -0.264
C (4.71, 1.94, 0.31)  -0.299
H (-1.93, 4.04, 0.66)  -0.013
C (-1.38, 3.43, 5.62)  -0.012
O (1.25, 5.82, -5.23)  -0.075
H (-3.33, -4.39, 4.34)  0.088
C (-4.26, 3.48, -3.40)  0.009
H (-0.51, 4.74, -5.28)  0.155
H (2.56, -0.87, -1.60)  0.129
H (1.09, -5.53, 0.05)  0.039
H (2.63, -5.60, -2.71)  0.096
H (3.84, 2.86, 1.89)  0.014
C (-0.55, -0.44, 3.86)  -0.112
H (0.12, -1.92, 2.17)  0.168
H (-1.68, -1.30, 2.24)  0.100
H (-4.93, 2.97, -3.74)  -0.034
H (-1.37, -1.33, -1.35)  0.079
H (0.46, 4.69, -3.85)  0.049
H (0.64, 1.72, -0.34)  0.100
H (-0.95, 1.53, -1.14)  0.083
H (3.48, 0.25, 5.45)  0.116

Properties
LUMO, Eh: -0.0615
Net charge: +1

Number 1: HOMO-LUMO gap 10.3 eV, F_max 8.705 eV Å⁻¹, energy -116976.3290 eV. Number 2: HOMO-LUMO gap 9.5 eV, F_max 10.442 eV Å⁻¹, energy -51616.5935 eV.